ORCA calculation (ωB97M-V with the def2-TZVPD basis set) on a structure of composition C40H52BF2MnN4OS.

Results
LUMO (spin up / spin down) in eV: -3.79 / -3.80
Spin multiplicity: 2
Kohn-Sham gap (spin up / spin down) in eV: 5.7 / 5.6
Calculated total energy in eV: -98599.7047
Total charge: +1

The geometry in XYZ format:
```
102
Properties=species:S:1:pos:R:3:forces:R:3:lowdin_spin:R:1
Mn 0.123 0.072 0.248 -0.1 0.3 0.2 1.031
C -2.718 -1.366 -5.345 0.0 0.0 0.0 0.000
C -2.572 -2.264 -4.114 0.0 0.0 0.0 0.000
C -2.401 -1.469 -2.859 0.1 0.1 0.0 -0.002
C -3.369 -1.148 -1.923 0.0 0.1 0.1 0.001
C -4.816 -1.526 -1.938 0.0 -0.1 0.0 0.000
C -5.717 -0.351 -2.325 0.0 0.0 0.0 0.000
C -2.756 -0.397 -0.899 -0.1 -0.1 0.0 -0.003
N -1.403 -0.148 -1.256 -0.1 0.0 -0.1 -0.006
C -1.176 -0.917 -2.431 0.0 -0.1 -0.1 0.000
C 0.071 -1.115 -2.996 0.1 0.0 0.0 -0.005
C 1.298 -0.777 -2.453 -0.1 0.0 0.0 0.002
C 2.560 -0.940 -3.143 0.0 0.0 0.1 0.011
C 2.707 -1.408 -4.555 0.0 0.0 0.0 0.001
C 2.371 -0.315 -5.571 0.0 0.0 0.0 0.001
C 3.525 -0.515 -2.284 0.0 0.0 0.0 0.004
C 2.842 -0.106 -1.073 -0.1 0.0 0.0 0.014
C 3.476 0.398 0.055 0.0 0.0 0.0 -0.013
C 2.852 0.828 1.206 0.0 -0.1 0.0 0.011
N 1.500 0.781 1.439 0.3 0.1 0.1 -0.015
C 1.325 1.315 2.687 -0.1 0.0 0.0 0.008
C 0.110 1.471 3.323 0.0 0.0 0.0 -0.008
C -1.130 1.170 2.781 0.0 0.0 0.0 0.012
N -1.325 0.668 1.538 0.2 0.0 -0.1 -0.011
C -2.677 0.502 1.409 0.0 0.0 0.0 -0.002
C -3.324 -0.020 0.305 0.0 0.0 0.0 0.003
C -3.360 0.925 2.619 0.1 0.0 0.0 0.010
C -2.394 1.348 3.474 0.0 0.0 -0.1 0.000
C -2.543 1.943 4.836 0.0 0.0 0.0 0.000
C -2.451 3.470 4.818 0.0 0.0 0.0 0.000
C -4.844 0.942 2.798 0.0 0.0 0.0 0.001
C -5.508 2.117 2.076 0.0 0.0 0.0 0.001
C 2.596 1.709 3.260 0.1 0.0 -0.1 0.006
C 3.547 1.405 2.339 -0.1 0.0 0.1 0.005
C 5.018 1.659 2.400 0.0 0.0 0.0 0.000
C 5.420 2.935 1.658 0.0 0.0 0.0 0.000
C 2.764 2.379 4.585 0.0 0.0 0.0 0.000
C 2.403 3.866 4.541 0.0 0.0 0.0 0.000
N 1.501 -0.273 -1.193 0.0 0.1 0.0 -0.012
C 4.997 -0.406 -2.514 0.0 0.0 0.0 0.000
C 5.416 1.002 -2.940 0.0 0.0 0.0 0.000
H -2.825 -1.961 -6.250 0.0 0.0 0.0 0.000
H -1.849 -0.718 -5.464 0.0 0.0 0.0 0.000
H -3.595 -0.724 -5.256 0.0 0.0 0.0 0.000
H -1.719 -2.934 -4.244 0.0 0.0 0.0 0.000
H -3.447 -2.908 -4.023 0.0 0.0 0.0 0.000
H -5.103 -1.909 -0.955 0.0 0.0 0.0 0.000
H -4.970 -2.348 -2.637 0.0 0.0 0.0 0.000
H -5.586 0.492 -1.647 0.0 0.0 0.0 0.000
H -6.766 -0.645 -2.302 0.0 0.0 0.0 0.000
H -5.487 0.000 -3.331 0.0 0.0 0.0 0.000
H 0.084 -1.609 -3.958 0.0 0.0 0.0 0.000
H 2.070 -2.280 -4.726 0.0 0.0 0.0 0.000
H 3.730 -1.753 -4.712 0.0 0.0 0.0 0.000
H 1.352 0.051 -5.436 0.0 0.0 0.0 0.000
H 2.468 -0.685 -6.591 0.0 0.0 0.0 0.000
H 3.039 0.539 -5.456 0.0 0.0 0.0 0.000
H 4.553 0.485 0.018 0.0 0.0 0.0 -0.001
H 0.127 1.881 4.324 0.0 0.0 0.0 -0.001
H -4.390 -0.181 0.396 0.0 0.0 0.0 0.000
H -1.781 1.533 5.504 0.0 0.0 0.0 0.000
H -3.503 1.640 5.258 0.0 0.0 0.0 0.000
H -1.493 3.804 4.417 0.0 0.0 0.0 0.000
H -2.561 3.881 5.820 0.0 0.0 0.0 0.000
H -3.233 3.896 4.188 0.0 0.0 0.0 0.000
H -5.074 0.992 3.864 0.0 0.0 0.0 0.000
H -5.271 -0.001 2.446 0.0 0.0 0.0 0.000
H -5.147 3.066 2.472 0.0 0.0 0.0 0.000
H -6.591 2.090 2.197 0.0 0.0 0.0 0.000
H -5.283 2.105 1.009 0.0 0.0 0.0 0.000
H 5.558 0.803 1.987 0.0 0.0 0.0 0.000
H 5.327 1.729 3.444 0.0 0.0 0.0 0.000
H 5.117 2.896 0.611 0.0 0.0 0.0 0.000
H 6.498 3.085 1.695 0.0 0.0 0.0 0.000
H 4.941 3.808 2.103 0.0 0.0 0.0 0.000
H 3.799 2.267 4.914 0.0 0.0 0.0 0.000
H 2.156 1.869 5.336 0.0 0.0 0.0 0.000
H 3.056 4.402 3.852 0.0 0.0 0.0 0.000
H 2.503 4.321 5.526 0.0 0.0 0.0 0.000
H 1.378 4.016 4.200 0.0 0.0 0.0 0.000
H 5.298 -1.127 -3.276 0.0 0.0 0.0 0.000
H 5.534 -0.692 -1.606 0.0 0.0 0.0 0.000
H 4.936 1.282 -3.878 0.0 0.0 0.0 0.000
H 6.494 1.066 -3.079 0.0 0.0 0.0 0.000
H 5.126 1.741 -2.192 0.0 0.0 0.0 0.000
O -0.147 -1.813 0.677 0.0 -0.5 0.2 0.012
S -0.844 -2.991 -0.005 0.1 0.0 0.0 0.000
C 0.497 -3.923 -0.779 0.0 0.0 0.0 0.003
C 1.172 -4.687 0.351 0.0 0.0 0.0 0.000
C 0.024 -5.292 1.154 0.0 0.0 0.0 0.000
C -0.994 -4.171 1.375 0.0 0.0 0.0 -0.002
H 1.117 -3.194 -1.300 0.0 0.0 0.0 0.000
H 0.032 -4.589 -1.510 0.0 0.0 0.0 0.000
H 1.746 -3.990 0.966 0.0 0.0 0.0 0.000
H 1.859 -5.441 -0.030 0.0 0.0 0.0 0.000
H 0.345 -5.706 2.108 0.0 0.0 0.0 0.000
H -0.437 -6.101 0.583 0.0 0.0 0.0 0.000
H -0.758 -3.553 2.241 0.0 0.0 0.0 0.000
H -2.026 -4.507 1.449 0.0 0.0 0.0 0.000
F -0.188 1.710 -2.303 0.0 0.1 0.0 -0.013
B -1.021 1.307 -1.350 -0.1 0.1 -0.2 -0.033
F -1.785 2.227 -0.773 0.1 0.0 0.0 -0.011
```
Forces are in eV/Å.



ORCA calculation (ωB97M-V with the def2-TZVPD basis set) on a structure of composition C40H52BaF5N4O3Si2Te in a non-equilibrium geometry.

Results
LUMO (spin up / spin down) in eV: 2.16 / 2.16
Kohn-Sham gap (spin up / spin down) in eV: 4.2 / 4.4
Calculated total energy in eV: -91765.7002
Total charge: -1

The geometry in XYZ format:
```
108
Properties=species:S:1:pos:R:3:forces:R:3:mulliken_charge:R:1
Ba -1.489 -0.690 0.225 0.9 3.1 5.3 3.262
O -5.210 3.243 5.634 -0.1 0.1 0.0 -0.498
C -5.683 3.124 4.295 0.0 0.0 0.1 -0.704
C -4.740 2.302 3.469 0.0 0.0 -0.1 0.699
C -4.835 2.372 2.054 0.0 0.0 0.1 -1.406
C -3.956 1.601 1.329 0.1 0.0 0.1 -0.513
N -3.027 0.792 1.840 -0.5 0.3 0.5 0.301
C -2.951 0.681 3.213 0.1 -0.1 0.0 -0.015
C -3.816 1.473 4.030 0.1 0.0 0.0 -0.821
C -2.012 -0.248 3.760 0.0 0.0 0.0 -0.015
C -1.874 -0.452 5.166 0.0 0.0 0.0 -1.127
C -0.974 -1.355 5.660 0.0 0.0 0.0 0.889
C -0.799 -1.572 7.140 0.0 0.1 0.0 -0.639
O -1.195 -0.468 7.944 0.0 0.0 0.0 -0.540
C -0.196 -2.108 4.752 0.0 0.0 0.1 -1.339
C -0.387 -1.879 3.406 -0.1 0.1 0.0 -0.562
N -1.236 -0.987 2.891 -0.1 -0.1 0.7 0.232
H -5.817 3.814 6.117 0.0 -0.1 -0.1 0.288
H -5.791 4.111 3.832 0.0 0.0 0.0 0.309
H -6.671 2.648 4.285 -0.1 0.0 0.0 0.265
H -5.564 3.004 1.560 0.0 0.0 0.0 0.392
H -3.999 1.642 0.242 0.0 0.0 0.0 0.218
H -3.748 1.433 5.106 0.0 0.0 0.0 0.540
H -2.496 0.100 5.856 0.0 0.0 0.0 0.766
H 0.248 -1.830 7.334 0.0 0.0 0.0 0.320
H -1.407 -2.417 7.470 0.0 0.0 0.0 0.259
H -0.940 0.332 7.471 0.0 0.0 0.0 0.332
H 0.527 -2.838 5.095 0.0 0.0 0.0 0.387
H 0.190 -2.450 2.683 0.0 0.1 0.0 0.420
C 3.767 4.805 1.011 0.0 0.0 0.0 -1.696
C 3.836 3.823 -0.168 0.0 0.0 0.0 2.075
C 3.654 4.595 -1.482 0.0 0.0 0.0 -1.643
C 5.221 3.179 -0.167 0.0 0.0 0.0 -2.116
C 2.714 2.797 -0.037 0.0 0.0 0.0 0.563
C 1.376 3.241 0.122 0.0 0.0 -0.1 -1.142
C 0.387 2.292 0.257 0.0 -0.1 0.0 -0.949
N 0.577 0.974 0.247 0.7 0.4 -0.1 0.148
C 1.862 0.510 0.083 0.0 0.0 0.1 -0.356
C 2.933 1.446 -0.061 0.0 0.0 0.0 0.046
C 2.074 -0.904 0.109 -0.1 0.0 0.0 -1.009
C 3.377 -1.491 0.091 0.0 0.0 -0.1 -0.273
C 3.557 -2.843 0.179 0.0 0.0 0.0 0.165
C 2.393 -3.658 0.279 0.1 0.0 0.0 -0.476
C 1.165 -3.039 0.292 0.1 0.1 0.0 -2.014
N 0.966 -1.720 0.210 0.8 -0.3 -0.1 0.982
C 4.935 -3.496 0.197 0.0 0.0 0.0 2.135
C 5.090 -4.303 1.494 0.0 0.0 0.0 -1.697
C 5.062 -4.440 -1.007 0.0 0.0 0.0 -1.681
C 6.070 -2.475 0.133 0.0 0.0 0.0 -2.166
H 4.607 5.504 0.970 0.0 0.0 0.0 0.456
H 3.809 4.265 1.959 0.0 0.0 0.0 0.366
H 2.843 5.385 0.999 0.0 0.0 0.0 0.319
H 4.431 5.358 -1.590 0.0 0.0 0.0 0.451
H 2.681 5.088 -1.516 0.0 0.0 0.0 0.329
H 3.715 3.915 -2.335 0.0 0.0 0.0 0.338
H 5.986 3.958 -0.210 0.0 0.0 0.0 0.443
H 5.361 2.525 -1.031 0.0 0.0 0.0 0.363
H 5.384 2.591 0.739 0.0 0.0 0.0 0.408
H 1.116 4.291 0.140 0.0 0.0 0.0 0.387
H -0.643 2.618 0.409 0.0 -0.1 0.0 0.484
H 3.936 1.072 -0.193 0.0 0.0 0.0 0.263
H 4.238 -0.845 0.027 0.0 0.0 0.0 0.419
H 2.449 -4.736 0.356 0.0 0.0 0.0 0.480
H 0.264 -3.646 0.371 0.0 0.1 0.0 0.552
H 4.359 -5.112 1.552 0.0 0.0 0.0 0.318
H 4.942 -3.658 2.363 0.0 0.0 0.0 0.355
H 6.091 -4.742 1.552 0.0 0.0 0.0 0.468
H 4.283 -5.204 -0.996 0.0 0.0 0.0 0.317
H 6.035 -4.940 -0.999 0.0 0.0 0.0 0.453
H 4.968 -3.879 -1.940 0.0 0.0 0.0 0.355
H 6.033 -1.784 0.978 0.0 0.0 0.0 0.400
H 6.033 -1.892 -0.791 0.0 0.0 0.0 0.384
H 7.030 -2.996 0.164 0.0 0.0 0.0 0.436
C -0.003 -2.818 -3.220 -0.2 -0.3 -0.1 -1.005
Si -0.443 -1.040 -3.473 0.7 0.8 0.2 0.248
C 1.127 -0.164 -3.896 0.1 0.2 -0.2 -1.171
C -1.859 -0.580 -4.628 -0.2 0.1 0.2 0.425
C -1.628 -0.929 -5.959 0.0 0.0 0.0 -0.945
C -2.579 -0.705 -6.946 0.0 0.0 0.0 -0.876
C -3.783 -0.117 -6.606 0.0 0.0 0.0 -0.786
C -4.033 0.240 -5.287 0.1 0.0 0.1 -0.938
C -3.100 0.023 -4.270 0.2 0.0 -0.1 1.043
Si -3.614 0.726 -2.549 0.3 0.3 0.3 1.927
C -2.534 2.228 -2.340 0.0 0.2 0.1 -1.223
C -5.396 1.215 -2.496 -0.3 0.1 -0.2 -1.651
H 0.777 -3.092 -3.935 0.0 0.0 0.0 0.447
H -0.818 -3.536 -3.318 0.1 0.0 0.0 0.518
H 0.407 -2.912 -2.210 0.0 0.0 0.0 0.084
H 1.553 -0.507 -4.843 0.0 0.0 0.1 0.412
H 1.844 -0.377 -3.095 0.0 0.0 -0.1 0.216
H 0.989 0.919 -3.952 0.0 0.0 0.0 0.366
H -0.684 -1.394 -6.235 0.0 0.0 0.0 0.385
H -2.380 -0.999 -7.969 0.0 0.0 0.0 0.383
H -4.535 0.060 -7.365 0.0 0.0 0.0 0.405
H -4.988 0.690 -5.043 0.0 0.0 0.0 0.340
H -2.970 3.056 -2.909 0.1 0.0 0.0 0.525
H -1.518 2.068 -2.705 0.0 0.0 0.1 0.206
H -2.474 2.545 -1.294 0.0 0.0 -0.1 0.226
H -5.577 2.193 -2.951 0.0 -0.1 0.0 0.411
H -5.695 1.261 -1.446 0.0 0.0 0.0 0.332
H -6.025 0.470 -2.987 0.0 0.0 0.1 0.356
F -4.175 -2.803 -0.859 -0.2 0.3 0.5 -0.391
Te -3.050 -2.161 -2.205 -2.0 -2.2 0.9 0.976
F -4.757 -1.966 -3.030 -0.2 0.5 -0.6 -0.464
F -0.784 -0.358 -1.992 0.7 0.1 -2.8 0.572
F -3.222 -3.991 -2.715 0.4 -0.8 -0.5 -0.452
F -1.821 -2.690 -0.595 -0.2 -3.2 -1.9 -0.838
O -3.372 -0.359 -1.292 -1.2 0.3 -2.2 -1.207
```
Forces are in eV/Å.



> Which of these has the lowest calculated total energy?

C40H52BF2MnN4OS



> Look up the total charge of the first one.

+1